Density functional theory data (wB97M-V/def2-TZVPD) for a structure of composition C23H43Cl3N3O8RhSi at a distorted geometry.

Values from the calculation:
E_HOMO (spin up / spin down) in eV: -6.7 / -7.3
LUMO (spin up / spin down) in eV: -0.6 / -4.0
Expectation value of S²: 6.03
Electronic energy in eV: -93834.7243
Orbital gap (spin up / spin down) in eV: 6.04 / 3.31
Relative energy (zero: lowest compared OMol25 entry of this formula, charge and spin) in eV: 6.8315
Max |F| in hartree/bohr: 0.07211

```
! wB97M-V def2-TZVPD RIJCOSX def2/J DEFGRID3
* xyz 0 5
C -1.3329 -0.4580 -5.7682
C -0.8407 -1.3484 -4.6742
H -0.6818 -0.5134 -6.6557
H -1.4314 0.5843 -5.4360
H -2.3260 -0.8426 -6.0604
C -0.3977 -2.5926 -4.9580
C -0.2568 -3.1717 -6.3436
H -0.2440 -3.3146 -4.1402
H 0.3086 -2.4880 -7.0126
H -1.2320 -3.4139 -6.8223
H 0.3038 -4.1169 -6.2575
Rh -3.3618 0.6733 1.0553
Cl -3.8436 -1.5704 0.8250
C -0.9812 -1.6892 1.6674
O -0.4041 -0.7622 1.0893
N -0.3979 -2.6040 2.4576
C 1.0449 -2.6265 2.5272
C -1.2084 -3.5964 3.1350
H -2.0721 -1.9062 1.6333
H 1.3778 -1.6443 2.8922
H 1.4492 -2.8102 1.5185
H 1.3389 -3.4296 3.2154
H -2.2692 -3.3009 3.1171
H -0.8963 -3.6898 4.1835
H -1.1369 -4.5834 2.6456
H 1.6605 1.9010 3.5107
H -0.1476 3.9343 5.4059
C 1.7760 2.9715 3.2274
C 0.3117 4.5233 4.5857
N 0.5203 3.6780 3.4267
H 2.0055 2.9921 2.1432
C -0.3921 3.3037 2.5047
O -0.0559 2.4125 1.7234
H -0.3804 5.3364 4.2953
H -1.3928 3.8019 2.5687
H 2.5235 3.4909 3.8251
H 1.3109 4.9095 4.8510
H 1.5229 1.0993 -3.7225
H 3.0958 -1.9427 -3.2333
C 2.5226 0.8346 -3.3355
C 3.4399 -1.2059 -2.4894
N 2.4070 -0.1891 -2.3049
H 3.1102 1.6925 -2.9565
C 1.5591 -0.1734 -1.2278
O 0.6359 0.6340 -0.9948
H 3.6919 -1.6973 -1.5451
H 1.7710 -0.9551 -0.4758
H 3.0360 0.3686 -4.1922
H 4.3063 -0.6912 -2.9187
O -0.5073 0.7062 -3.0571
C -0.9852 -0.7627 -3.2488
C 0.5625 -2.5132 -1.9927
C -0.6700 -1.8795 -2.2225
H 1.4471 -2.1271 -2.4895
C 0.6941 -3.6748 -1.2257
H -2.0400 -0.5250 -3.1297
C -1.7822 -2.4903 -1.6381
H 1.7044 -4.1076 -1.0713
C -0.4162 -4.2664 -0.6609
C -1.6766 -3.6778 -0.8830
H -2.7526 -2.0372 -1.8263
H -0.3345 -5.1720 -0.0547
H -2.5767 -4.1327 -0.4783
Si -0.2313 2.1554 -2.4079
Cl -4.7303 1.6109 -0.2711
C 1.4182 3.0380 -1.8577
C -0.8984 4.0326 -1.3679
C -0.7178 3.3267 -3.8835
H 1.8761 2.4763 -1.0418
H 1.3162 4.0345 -1.4139
H 2.1428 3.2227 -2.6518
H -0.0253 3.2480 -4.7336
H -0.7243 4.3826 -3.5689
H -1.7357 3.0655 -4.2111
H -1.0442 3.8836 -0.2968
H -1.7856 4.4852 -1.8195
H -0.1583 4.8542 -1.4552
O -1.3408 -0.8394 4.8546
Cl -0.7932 0.3886 4.1921
O -1.0299 1.5526 5.1074
O 0.7163 0.1874 4.0713
O -2.3303 1.5948 2.1055
*
```